1.
DFT (ωB97M-V with the def2-TZVPD basis set) results for C5H8O in the gas phase.

Summary:
**Max |F|**: 0.46 eV Å⁻¹

ORCA input file:
```
! wB97M-V def2-TZVPD RIJCOSX def2/J DEFGRID3
* xyz 0 1
O 2.69107 -0.46212 -0.50237
C 1.90646 0.33325 -0.04570
C 0.54881 -0.01996 0.50843
C -0.24099 -1.14137 -0.20869
C -1.43902 -0.17153 -0.36789
C -0.60495 0.97764 0.25156
H 2.15917 1.41782 -0.02094
H 0.65953 -0.19819 1.58583
H 0.21150 -1.47153 -1.14878
H -0.43225 -2.02633 0.40322
H -1.76795 0.00884 -1.39489
H -2.31428 -0.45661 0.22281
H -0.35750 1.78834 -0.44296
H -1.01961 1.42175 1.16037
*
```

---

2.
DFT (ωB97M-V with the def2-TZVPD basis set) results for 2 unconnected molecules or ions with the total composition C5H8O at a distorted geometry.

Summary:
**Max |F|**: 2.14 eV Å⁻¹

ORCA input file:
```
! wB97M-V def2-TZVPD RIJCOSX def2/J DEFGRID3
* xyz 0 1
C -1.85952 0.27655 -0.60501
C -0.47735 0.12930 -0.04917
C 0.57054 0.95815 -0.12660
C 1.72893 0.34742 0.52886
O 1.31150 -0.80424 1.11872
C -0.03340 -1.09524 0.70283
H -2.09773 -0.54168 -1.29827
H -1.96715 1.22020 -1.14694
H -2.61681 0.25127 0.18845
H 0.60535 1.91619 -0.62718
H 2.79928 0.54219 0.37093
H 2.71345 0.09544 -0.74776
H -0.62485 -1.28796 1.60738
H -0.05222 -2.00758 0.08376
*
```

---

3.
DFT (ωB97M-V with the def2-TZVPD basis set) results for C5H8O in the gas phase.

Summary:
**Max |F|**: 0.46 eV Å⁻¹

ORCA input file:
```
! wB97M-V def2-TZVPD RIJCOSX def2/J DEFGRID3
* xyz 0 1
O 2.11969 1.43630 -0.93527
C 2.14823 0.51871 -0.15256
C 0.93494 -0.01033 0.58377
C -0.22317 -0.23916 -0.36993
C -1.48703 -0.91009 0.08407
C -1.49022 0.55368 -0.25992
H 3.09644 -0.01876 0.05305
H 1.21603 -0.92674 1.11527
H 0.66627 0.73039 1.34991
H 0.09381 -0.48022 -1.38217
H -1.95941 -1.60340 -0.60675
H -1.57511 -1.19187 1.13104
H -1.97511 0.88158 -1.17405
H -1.56535 1.25991 0.56353
*
```

---

4.
DFT (ωB97M-V with the def2-TZVPD basis set) results for C5H8O in the gas phase.

Summary:
**Max |F|**: 0.53 eV Å⁻¹

ORCA input file:
```
! wB97M-V def2-TZVPD RIJCOSX def2/J DEFGRID3
* xyz 0 1
O 1.22723 -1.13762 1.10792
C 0.82266 -0.77013 -0.21256
C 1.04004 0.72192 -0.29619
C -0.07337 1.35626 0.07856
C -1.27059 0.43578 0.09758
C -0.69095 -0.89216 -0.43283
H 1.40902 -0.29389 1.55107
H 1.39797 -1.38879 -0.91163
H 2.02916 1.14916 -0.42479
H -0.13768 2.39951 0.37288
H -2.05828 0.82922 -0.55604
H -1.71203 0.33844 1.09723
H -0.86145 -0.96978 -1.51381
H -1.12173 -1.77792 0.04262
*
```

---

5.
DFT (ωB97M-V with the def2-TZVPD basis set) results for a molecular structure, C5H8O.

Summary:
**Max |F|**: 0.48 eV Å⁻¹

ORCA input file:
```
! wB97M-V def2-TZVPD RIJCOSX def2/J DEFGRID3
* xyz 0 1
C 1.58091 -0.29955 0.51242
C 0.67531 0.57085 -0.32786
C -0.60962 0.07865 -0.95820
C -1.33463 -0.83107 0.02003
O -1.23938 0.15014 1.07607
C -0.64568 1.07165 0.16897
H 1.02689 -0.70732 1.36339
H 2.41611 0.28494 0.91029
H 1.99427 -1.13405 -0.06548
H 1.17875 1.29583 -0.96725
H -0.84755 0.19615 -2.00989
H -0.85212 -1.77754 0.29223
H -2.38307 -1.00866 -0.24292
H -0.96020 2.10997 0.22819
*
```

---

6.
DFT (ωB97M-V with the def2-TZVPD basis set) results for a molecular structure, C5H8O at a distorted geometry.

Summary:
**Max |F|**: 1.41 eV Å⁻¹

ORCA input file:
```
! wB97M-V def2-TZVPD RIJCOSX def2/J DEFGRID3
* xyz 0 1
O 1.23038 -1.42948 -0.22412
C 0.87591 -0.49680 0.75198
C 0.50505 0.92099 0.40078
C 0.03667 1.10839 -1.01956
C -1.31380 -0.24322 -0.43313
C -0.54653 -0.07436 0.84063
H 2.08296 -1.16191 -0.59122
H 1.35906 -0.64644 1.71733
H 0.87670 1.74222 1.01414
H 0.64451 0.55264 -1.73774
H -1.10562 0.90179 -1.19874
H -2.37889 0.03408 -0.33849
H -1.21341 -1.17749 -0.97710
H -1.05300 -0.03041 1.79521
*
```

---

Computed values of frontier orbital gap (unit: eV) for the preceding records, in sequence: 10.7409 8.3365 10.8564 10.7311 10.3647 8.9667.
Computed values of ΔE to the lowest compared entry with this formula, charge and spin (unit: kcal per mole) for the preceding records, in sequence: 28.3 96.9 32.5 20.5 54.1 120.6.
Computed values of LUMO level (unit: eV) for the preceding records, in sequence: 1.0 0.8 1.1 1.0 1.1 0.9.